Formula: C4H4IN
Source: the Open Molecules 2025 dataset
Level of theory: ωB97M-V/def2-TZVPD

SMILES string: C=C=C1CN1I
Energy above the lowest of the compared OMol25 structures with the same formula, charge and spin in kcal/mol: 112.1
Gap between HOMO and LUMO in eV: 7.90
Spin multiplicity: 1
E_HOMO in eV: -8.51
Calculated total energy in Eh: -507.074258

```
10
Properties=species:S:1:pos:R:3:forces:R:3:lowdin_charge:R:1
C 0.1198 0.6793 -0.3075 0.4 1.8 -0.2 0.01
C -0.3102 -0.5594 -0.0962 0.8 0.7 -0.4 -0.32
C 0.4755 1.9747 -0.6373 -1.6 -4.3 2.0 0.03
C -0.5516 -2.0429 0.3896 -0.7 5.7 -2.3 -0.08
N -0.9588 -1.4745 -0.8845 -1.3 -0.7 -0.8 -0.46
I -3.0196 -1.3489 -1.3999 0.5 0.0 0.3 0.67
H 0.2907 2.8201 -0.0183 -0.8 0.4 0.4 0.04
H 0.9615 2.1897 -1.5293 1.4 0.0 -1.4 0.02
H 0.1937 -2.6766 0.4368 3.6 -3.3 -0.2 0.05
H -1.2522 -2.0524 1.1120 -2.3 -0.2 2.5 0.05
```
Positions in Å, forces in eV/Å.

---

Formula: C3H6O
Source: the Open Molecules 2025 dataset
Level of theory: ωB97M-V/def2-TZVPD

SMILES string: CCC=O
Energy above the lowest of the compared OMol25 structures with the same formula, charge and spin in kcal/mol: 12.8
Gap between HOMO and LUMO in eV: 10.83
Spin multiplicity: 1
E_HOMO in eV: -9.85
Calculated total energy in Eh: -193.122799

```
10
Properties=species:S:1:pos:R:3:forces:R:3:lowdin_charge:R:1
C -0.9580 -0.6943 -0.0467 -0.8 -0.3 0.8 -0.13
C -0.1253 0.5508 0.0561 0.8 0.5 -0.1 -0.25
C 1.3693 0.2795 -0.0627 1.6 -0.9 0.5 -0.26
H -0.7525 -1.1567 -1.0220 -0.2 -0.4 0.6 0.08
H -0.8363 -1.3715 0.8554 0.2 0.6 -1.4 0.10
H -2.0017 -0.3620 -0.0009 0.0 -0.3 -0.3 0.07
H -0.2378 1.0058 1.0625 0.0 0.1 -0.5 0.12
H -0.4135 1.3367 -0.7131 0.4 -0.9 0.9 0.13
H 1.9933 1.2126 -0.1596 -0.3 -0.4 -0.1 0.12
O 1.9626 -0.8009 0.0309 -1.8 2.1 -0.3 0.02
```
Positions in Å, forces in eV/Å.

---

Formula: C21H33Br2N3O3SbTl
Source: the Open Molecules 2025 dataset
Level of theory: ωB97M-V/def2-TZVPD

Gap between HOMO and LUMO in eV: 7.37
Spin multiplicity: 1
E_HOMO in eV: -7.27
Calculated total energy in Eh: -6770.686992

```
64
Properties=species:S:1:pos:R:3:forces:R:3:lowdin_charge:R:1
Tl 10.1668 9.6524 12.8959 0.3 -0.1 0.0 0.89
C 13.8169 8.1805 12.5984 2.4 0.7 -0.1 -0.03
C 13.4196 8.0049 14.0134 -1.2 0.4 0.1 -0.31
C 14.1891 7.1676 14.8480 0.4 -0.3 0.8 -0.02
C 13.8510 7.0327 16.1603 -1.4 1.3 -0.4 -0.01
C 12.6276 7.6634 16.6174 2.5 -2.1 2.6 -0.21
C 12.2241 7.5814 18.0068 -1.2 0.5 -1.7 -0.61
Br 12.9109 6.2135 19.1191 0.1 0.4 0.2 0.75
C 11.0600 8.2792 18.3101 2.3 -1.7 1.1 -0.21
C 10.3389 8.9326 17.3880 -1.4 2.1 -1.9 -0.58
Br 8.8094 9.8910 18.0706 0.2 -0.1 -0.4 0.74
C 10.7188 9.1207 16.0510 -0.9 0.5 0.3 -0.41
O 10.0740 9.8747 15.2052 0.6 -0.6 1.1 -0.32
C 11.9246 8.3943 15.7213 -1.5 2.1 -2.0 -0.20
N 12.3175 8.6175 14.4360 1.5 -1.1 -0.5 0.13
H 14.1722 9.2094 12.3171 -0.1 -0.8 0.6 0.11
H 13.0283 8.0102 11.9473 -1.7 -0.5 -1.2 0.04
H 14.6177 7.4523 12.3558 -0.4 0.5 0.0 0.09
H 15.0907 6.6598 14.5130 -0.1 0.3 -0.3 0.11
H 14.5172 6.6072 16.8718 0.2 -0.7 0.4 0.07
H 10.7283 8.4127 19.2971 -0.3 -0.5 1.3 0.08
C 10.0267 5.3935 15.6343 0.1 0.0 1.6 -0.02
O 8.9237 6.3019 15.7606 0.0 0.2 -0.5 -0.02
C 8.7979 7.2143 14.7752 0.6 -0.1 1.3 -0.61
O 9.5702 7.3011 13.8480 0.1 -0.3 -0.9 -0.06
N 7.7839 8.0432 15.0547 -1.6 0.3 0.9 0.02
N 7.5020 9.1353 14.2345 0.4 0.1 0.0 0.03
H 10.0074 4.8513 16.6018 0.1 0.2 -0.7 0.11
H 10.9991 5.8852 15.5488 -0.3 0.2 -0.1 0.08
H 9.8771 4.7167 14.8246 -0.1 -0.4 -0.7 0.08
H 7.3765 8.0617 16.0044 0.7 -0.3 -0.9 0.15
H 7.7866 9.9742 14.7313 0.0 0.1 0.0 0.07
H 6.5152 9.1578 14.0115 0.0 -0.1 0.0 0.10
C 10.7018 6.4784 7.0299 2.3 -1.0 -0.2 -0.20
C 9.3946 7.1432 7.4251 0.7 0.8 -0.3 -0.61
C 8.1912 6.3852 6.9321 -0.4 -0.7 -0.7 -0.16
Sb 9.3680 7.5247 9.5426 -0.2 -0.2 1.3 1.47
C 8.4988 9.5233 9.4977 0.4 1.2 -3.2 -0.59
C 7.3428 9.6664 8.4735 -2.9 -0.7 1.4 -0.17
C 9.6658 10.3833 8.8745 -1.1 0.6 -0.6 -0.20
C 7.5926 6.4337 10.2266 0.6 1.5 1.7 -0.60
C 7.0044 7.1991 11.4501 -0.4 -0.9 -1.6 -0.13
C 7.9285 5.0483 10.5930 1.4 -1.7 -1.3 -0.19
H 10.9748 6.6683 5.9703 -0.4 -0.1 0.4 0.07
H 10.7668 5.3542 7.1340 -0.6 1.0 0.1 0.09
H 11.6423 6.7986 7.5881 -1.4 0.0 -0.4 0.07
H 9.4743 8.1806 7.0691 -0.4 -0.3 -0.3 0.05
H 8.2499 5.4424 7.4496 -0.3 -0.7 0.3 0.05
H 8.1677 6.0610 5.8425 0.1 1.0 1.0 0.10
H 7.2478 6.8364 7.2587 0.1 0.1 -0.5 0.06
H 8.1782 9.9849 10.3989 -0.1 -0.2 1.2 0.03
H 7.6389 9.6429 7.4358 0.2 -0.3 -0.3 0.05
H 6.6849 10.5838 8.5692 1.2 -0.4 0.2 0.08
H 6.5149 8.8765 8.6657 1.4 0.8 -0.6 0.08
H 9.8060 10.0347 7.8347 0.4 -0.2 0.5 0.05
H 10.5632 10.2453 9.4670 0.4 0.4 -0.1 0.03
H 9.4100 11.4829 8.6534 0.3 -1.4 1.0 0.10
H 6.9174 6.3109 9.4271 -1.1 0.6 -1.0 0.05
H 7.7740 7.5062 12.1343 0.4 0.1 0.3 0.01
H 6.3306 6.4824 11.9637 0.0 0.8 -0.1 0.09
H 6.5143 8.0727 11.0235 -0.4 0.1 0.6 0.06
H 8.5398 4.9141 11.4851 0.1 0.2 0.0 0.07
H 8.4921 4.6921 9.6866 -0.2 -0.5 1.0 0.07
H 7.0545 4.4006 10.6742 -0.2 0.1 0.2 0.08
```
Positions in Å, forces in eV/Å.

---

Formula: C5H9NO
Source: the Open Molecules 2025 dataset
Level of theory: ωB97M-V/def2-TZVPD

Energy above the lowest of the compared OMol25 structures with the same formula, charge and spin in kcal/mol: 124.4
Gap between HOMO and LUMO in eV: 8.45
Spin multiplicity: 1
E_HOMO in eV: -8.07
Calculated total energy in Eh: -325.739358

```
16
Properties=species:S:1:pos:R:3:forces:R:3:lowdin_charge:R:1
C -0.6164 1.5348 -1.4311 0.1 0.1 0.0 -0.12
C -0.8941 0.0947 -0.9855 0.0 -0.1 0.1 -0.37
C 0.2316 -0.8878 -0.8501 -0.1 0.3 -0.2 0.04
O 1.2639 -0.0483 0.6101 -0.1 0.2 0.0 -0.11
C 1.1424 -1.0032 1.6544 0.1 -0.1 0.1 -0.21
C -0.2605 -1.2653 2.0240 -0.9 -0.2 0.3 -0.20
N -1.3487 -1.4354 2.3756 1.1 0.2 -0.3 0.16
H -0.0165 1.5473 -2.3481 -0.1 0.0 0.1 0.07
H -1.5436 2.0877 -1.6204 0.1 -0.1 0.0 0.07
H -0.0584 2.1010 -0.6720 -0.1 -0.1 -0.1 0.06
H -1.4891 -0.4151 -1.7652 0.1 0.0 0.1 0.12
H -1.5442 0.0739 -0.0992 0.1 0.0 -0.1 0.08
H 1.0060 -0.5896 -1.5857 -0.1 0.0 0.1 0.03
H 0.8517 0.7866 0.8820 0.1 -0.1 -0.1 0.12
H 1.6890 -0.6605 2.5403 -0.1 -0.1 -0.1 0.13
H 1.5869 -1.9206 1.2710 -0.1 0.1 0.1 0.13
```
Positions in Å, forces in eV/Å.

---

Formula: C4H9N3
Source: the Open Molecules 2025 dataset
Level of theory: ωB97M-V/def2-TZVPD

SMILES string: [H]/N=C(/CC)N/C=N/[H]
Energy above the lowest of the compared OMol25 structures with the same formula, charge and spin in kcal/mol: 47.8
Gap between HOMO and LUMO in eV: 9.90
Spin multiplicity: 1
E_HOMO in eV: -9.01
Calculated total energy in Eh: -322.014157

```
16
Properties=species:S:1:pos:R:3:forces:R:3:lowdin_charge:R:1
C 0.6114 -0.9554 -0.2037 2.3 1.7 -1.8 -0.18
C -0.3067 -1.3994 -1.3327 -0.4 -0.2 0.0 -0.13
N -0.1126 1.3378 0.3712 -1.3 1.2 0.3 0.06
C 0.8411 0.7513 -0.3599 1.0 -4.4 2.1 -0.41
C -0.8604 0.5983 1.2870 -2.5 1.7 1.8 -0.28
N 1.9274 1.1898 -0.8340 -0.7 -0.6 -1.9 0.12
N -1.1521 1.1479 2.4238 0.9 -1.1 -1.2 0.09
H 0.0067 2.3154 0.6166 0.0 -0.1 0.1 0.15
H 1.8884 2.0860 -1.3169 0.1 0.4 0.9 0.05
H -1.7421 0.5178 2.9753 0.0 0.3 -0.3 0.04
H -1.4588 -0.2536 0.9309 1.0 0.0 -0.1 0.12
H 1.6337 -1.2897 -0.4122 -0.1 0.1 -0.3 0.09
H 0.3941 -1.4912 0.7222 -0.3 0.9 0.3 0.09
H -0.2944 -0.7106 -2.1830 0.1 -0.1 0.1 0.08
H -0.0334 -2.3921 -1.7041 -0.1 0.1 0.1 0.07
H -1.3424 -1.4525 -0.9804 0.0 0.0 -0.2 0.06
```
Positions in Å, forces in eV/Å.

---

Formula: C22H22BN3O8
Source: the Open Molecules 2025 dataset
Level of theory: ωB97M-V/def2-TZVPD

SMILES string: [H]/N=C/CC1=C(B(O)OCC)C(=O)C=CC1=O.O=[N+]([O-])c1ccccc1.O=[N+]([O-])c1ccccc1
Gap between HOMO and LUMO in eV: 8.58
Spin multiplicity: 1
E_HOMO in eV: -9.44
Calculated total energy in Eh: -1642.436213

```
56
Properties=species:S:1:pos:R:3:forces:R:3:lowdin_charge:R:1
C 0.4580 4.1541 -3.0755 -0.2 0.1 -0.3 -0.05
C 0.2911 2.6508 -3.1709 -0.5 -0.1 -0.3 -0.24
O 1.2616 2.0862 -4.0637 0.2 0.2 0.2 0.08
B 2.5079 1.8288 -3.5709 0.0 0.0 -0.1 -0.60
O 3.5952 1.8927 -4.4033 0.0 -0.8 0.3 0.19
C 2.7063 1.4201 -2.0450 0.1 0.3 0.0 0.04
C 2.0847 0.3702 -1.4838 0.0 0.0 0.1 -0.08
C 1.1268 -0.5185 -2.2563 0.3 -0.1 0.2 -0.09
C 0.5824 -1.7171 -1.5339 0.0 -0.1 0.2 -0.25
N 0.7831 -2.8738 -1.9995 0.0 -0.1 -0.1 0.11
C 2.3845 0.0530 -0.0448 0.1 0.0 0.0 -0.32
O 2.3137 -1.0699 0.4050 -0.2 0.1 0.0 0.12
C 2.8225 1.1861 0.8139 -0.1 0.0 0.1 0.02
C 3.4424 2.2180 0.2624 0.0 0.1 -0.1 0.03
C 3.6410 2.2416 -1.2156 -0.1 0.0 0.1 -0.33
O 4.5064 2.9318 -1.7067 -0.1 0.1 0.0 0.13
H 0.1223 4.6005 -4.0131 0.2 0.1 0.0 0.08
H -0.1722 4.5620 -2.2890 0.1 0.0 0.1 0.06
H 1.4961 4.4468 -2.9076 0.0 0.0 0.1 0.09
H 0.3175 2.1637 -2.2022 0.2 0.1 0.0 0.07
H -0.6946 2.4424 -3.5921 0.1 -0.1 -0.1 0.13
H 3.4367 1.4533 -5.2436 -0.1 0.4 -0.3 0.11
H 1.6255 -0.8986 -3.1490 -0.1 0.1 -0.1 0.13
H 0.2865 0.1099 -2.5607 0.0 -0.1 -0.1 0.12
H -0.0020 -1.5626 -0.6252 0.0 0.2 0.0 0.11
H 0.3275 -3.5677 -1.4081 0.0 0.0 0.0 0.03
H 2.6485 1.0975 1.8787 0.1 -0.1 0.0 0.12
H 3.8384 3.0511 0.8288 0.1 0.0 0.0 0.12
C -1.9155 -7.8163 1.6030 0.0 0.0 0.0 -0.07
C -1.6165 -7.2748 0.3598 0.0 0.0 0.0 -0.06
C -1.8560 -5.9332 0.1093 0.0 0.0 0.0 0.00
C -2.3921 -5.1604 1.1228 0.0 0.0 0.0 -0.15
C -2.7024 -5.6764 2.3670 0.0 0.0 0.1 0.00
C -2.4594 -7.0202 2.6023 0.0 0.0 0.0 -0.07
N -2.6341 -3.7267 0.8688 0.0 0.0 0.0 -0.35
O -2.3658 -3.3002 -0.2365 0.0 0.0 0.0 0.07
O -3.0823 -3.0592 1.7782 0.0 0.0 0.0 0.08
H -1.7230 -8.8637 1.7941 0.0 0.0 0.0 0.11
H -1.1942 -7.8963 -0.4178 0.0 0.0 0.0 0.11
H -1.6339 -5.4927 -0.8511 0.0 0.0 0.0 0.12
H -3.1222 -5.0380 3.1295 0.0 0.0 0.0 0.12
H -2.6934 -7.4445 3.5690 0.0 0.0 0.0 0.11
C -1.4156 4.2567 4.3301 0.0 0.0 0.0 -0.07
C -1.7448 2.9256 4.1100 0.0 0.0 0.0 -0.06
C -1.5704 2.3636 2.8556 0.0 0.0 0.1 0.00
C -1.0629 3.1602 1.8455 0.0 0.0 0.0 -0.15
C -0.7306 4.4887 2.0371 0.0 0.1 0.0 0.00
C -0.9124 5.0365 3.2967 0.0 0.0 0.0 -0.06
N -0.8593 2.5648 0.5153 0.1 -0.1 0.0 -0.32
O -1.1636 1.3995 0.3605 0.0 0.0 0.0 0.09
O -0.3808 3.2650 -0.3574 -0.1 0.1 0.3 0.06
H -1.5510 4.6888 5.3127 0.0 0.0 0.0 0.11
H -2.1375 2.3214 4.9162 0.0 0.0 0.0 0.11
H -1.8204 1.3313 2.6606 0.0 0.0 0.0 0.12
H -0.3388 5.0750 1.2196 0.0 0.0 0.0 0.12
H -0.6588 6.0732 3.4706 0.0 0.0 0.0 0.11
```
Positions in Å, forces in eV/Å.